Molecular formula: C26H43BF3N5PdS2Si
Method: DFT, the ωB97M-V functional and the def2-TZVPD basis

Last column: Mulliken charge in e.
Element x y z (Å)
1 Pd 0.22 -0.48 0.31  0.35
2 C -3.36 -2.98 -2.16  -0.89
3 N -3.40 -2.80 -0.72  0.36
4 C -4.55 -2.82 0.04  -0.33
5 C -4.15 -2.72 1.33  -0.94
6 N -2.78 -2.64 1.36  0.17
7 B -2.11 -2.52 2.81  -0.36
8 N -0.62 -2.93 2.79  0.28
9 C -0.21 -4.23 2.86  -0.39
10 C 1.15 -4.26 2.88  -0.51
11 N 1.56 -2.95 2.83  0.28
12 C 2.93 -2.50 2.82  -0.85
13 C 0.47 -2.14 2.78  -0.29
14 S 0.59 -0.42 2.74  -0.56
15 C -2.33 -2.68 0.10  -0.05
16 S -0.72 -2.61 -0.51  -0.56
17 H -4.22 -2.48 -2.60  0.36
18 H -3.40 -4.04 -2.40  0.27
19 H -2.44 -2.56 -2.54  0.33
20 H -5.52 -2.90 -0.41  0.47
21 H -4.72 -2.70 2.23  0.51
22 H -2.24 -1.41 3.22  -0.07
23 H -2.70 -3.34 3.47  -0.21
24 H -0.92 -5.03 2.89  0.50
25 H 1.85 -5.07 2.93  0.42
26 H 3.57 -3.33 3.12  0.36
27 H 3.05 -1.67 3.52  0.32
28 H 3.21 -2.16 1.82  0.24
29 F 6.57 0.51 -3.09  -0.25
30 C 6.59 -0.40 -2.10  0.76
31 F 7.02 -1.56 -2.64  -0.26
32 F 7.51 -0.01 -1.21  -0.27
33 C 5.22 -0.55 -1.48  0.23
34 C 4.92 0.01 -0.25  -0.82
35 C 3.63 -0.14 0.23  -0.66
36 N 2.68 -0.78 -0.43  1.01
37 C 2.98 -1.34 -1.60  -0.59
38 C 4.24 -1.25 -2.17  -1.13
39 H 5.67 0.55 0.32  0.51
40 H 3.35 0.27 1.20  0.58
41 H 2.18 -1.87 -2.10  0.43
42 H 4.43 -1.72 -3.13  0.45
43 C -1.20 2.70 -2.87  -1.82
44 C -0.97 1.36 -2.16  2.75
45 C 0.20 0.63 -2.84  -1.75
46 C -2.21 0.48 -2.38  -2.06
47 Si -0.63 1.57 -0.27  -0.21
48 C -2.22 1.87 0.74  2.98
49 C -1.88 2.29 2.18  -1.81
50 C -3.06 0.59 0.88  -1.74
51 C -3.10 2.97 0.12  -1.88
52 C 0.71 2.91 0.09  3.00
53 C 0.14 4.33 0.05  -1.90
54 C 1.85 2.84 -0.94  -2.20
55 C 1.35 2.70 1.48  -1.28
56 H -1.43 2.50 -3.92  0.53
57 H -0.33 3.35 -2.85  0.34
58 H -2.04 3.25 -2.45  0.30
59 H -0.09 0.39 -3.87  0.59
60 H 0.42 -0.32 -2.34  -0.06
61 H 1.11 1.21 -2.88  0.33
62 H -2.33 0.30 -3.45  0.72
63 H -3.13 0.95 -2.02  0.22
64 H -2.10 -0.49 -1.88  -0.06
65 H -1.22 1.58 2.67  0.13
66 H -2.81 2.32 2.76  0.63
67 H -1.43 3.28 2.24  0.40
68 H -2.52 -0.17 1.46  -0.23
69 H -3.36 0.15 -0.06  0.21
70 H -3.97 0.84 1.44  0.67
71 H -2.59 3.92 -0.02  0.29
72 H -3.95 3.15 0.79  0.55
73 H -3.52 2.67 -0.84  0.33
74 H -0.30 4.59 -0.91  0.32
75 H 0.95 5.04 0.25  0.54
76 H -0.62 4.50 0.81  0.33
77 H 1.54 3.13 -1.94  0.31
78 H 2.28 1.83 -1.01  0.20
79 H 2.64 3.52 -0.63  0.67
80 H 0.71 3.02 2.29  0.29
81 H 2.27 3.29 1.53  0.59
82 H 1.61 1.66 1.66  -0.40

Computed properties:
Energy above the lowest of the compared OMol25 structures with the same formula, charge and spin (kJ/mol): 20.0
Frontier orbital gap (eV): 6.77